Entry 1:
Here is a structure of composition C36H48N5O2P2Zr from OMol25. Energies are from wB97M-V/def2-TZVPD.

Last column: Mulliken charge in e.
Cartesian coordinates (Å):
Zr  1.26527  0.49409  -0.36088  0.2074
P  -1.13912  -1.70606  0.65602  1.8531
P  -1.41236  0.99536  0.06045  0.4793
O  0.50730  4.47419  -0.73139  -0.0318
O  1.18585  2.48558  -0.33168  -0.3142
N  3.52368  1.18880  0.14406  0.2407
N  1.76377  1.03150  -2.53323  0.0454
N  -2.10589  -0.52698  -0.10507  0.5327
N  1.18221  -1.50315  -1.57657  0.9326
N  1.90127  -0.47971  1.61351  0.1842
C  4.59544  1.30338  -0.90701  -1.0501
C  -1.14888  -4.44055  0.15392  -0.5352
C  -1.86584  -2.01797  4.65231  -0.8947
C  -1.89157  -2.12114  2.24008  0.7078
C  0.13292  5.56688  -1.61954  -0.6837
C  -2.83112  1.18643  2.43219  -0.7249
C  2.89325  0.36689  2.33536  -0.9454
C  -1.76908  -3.04647  -1.71735  -0.6165
C  2.34774  -1.91070  1.48138  -0.5980
C  -3.02653  1.58810  3.74375  -0.7851
C  0.82875  3.36672  -1.28082  -0.4409
C  -0.90888  2.73572  3.71815  -0.8021
C  4.26769  0.62853  -2.22586  -0.3870
C  3.15489  1.29181  -3.02407  -0.7502
C  -1.24021  -5.56072  -0.65731  -0.6680
C  -2.55040  1.64744  -2.36434  -0.1425
C  2.92282  -2.29753  0.11701  -0.4742
C  1.45601  -1.32221  -3.03355  -1.1770
C  -0.70809  2.34254  2.40236  -0.2481
C  -3.09924  -2.65253  4.68665  -0.6258
C  4.05720  0.62367  1.41181  -0.9772
C  1.92361  -2.66785  -0.97337  -0.5656
C  -3.73254  -3.02388  3.50524  -0.8608
C  1.01502  0.07675  -3.38693  -0.1777
C  -1.26887  -1.74906  3.43013  0.0266
C  -1.41055  -3.17246  -0.37144  -0.1402
C  -2.68924  3.35399  -0.65477  -0.6563
C  -3.13032  -2.76826  2.28505  -0.7958
C  -1.85941  -4.17400  -2.52514  -0.8438
C  -2.06503  2.35612  4.38785  -0.7115
C  -1.58946  -5.42879  -1.99680  -0.6639
C  -3.34376  4.18526  -1.55396  -0.7733
C  -3.59578  3.75218  -2.84786  -0.6435
C  -1.66976  1.55831  1.75556  0.6486
C  -2.29457  2.08107  -1.05943  0.9272
C  -3.20137  2.48148  -3.25551  -0.8799
H  1.49070  -2.54549  1.70996  0.2827
H  3.25250  2.14493  0.36846  0.3712
H  4.77530  1.30486  1.87124  0.5126
H  -2.22403  2.67194  5.41022  0.4673
H  -3.41937  2.14469  -4.25992  0.4932
H  0.92557  -2.07650  -3.61677  0.4499
H  0.19568  -1.77992  -1.53860  -0.6958
H  3.20667  0.96919  -4.06471  0.3973
H  -0.90033  -4.55773  1.20312  0.4868
H  1.15182  0.29888  -4.44651  0.5735
H  0.16807  2.69135  1.86753  0.5737
H  3.09501  -2.09164  2.25512  0.7111
H  -2.27807  0.64253  -2.67107  0.0838
H  -2.02235  -2.07347  -2.12573  0.3880
H  1.18832  -3.37332  -0.58665  -0.0051
H  -3.56702  -2.86695  5.63824  0.4565
H  -0.17688  3.35599  4.21834  0.5150
H  -2.16531  -4.07729  -3.55854  0.5131
H  3.54270  -3.18125  0.28127  0.6227
H  5.17372  0.67325  -2.83394  0.5102
H  -4.11627  4.39929  -3.54126  0.4445
H  -4.69185  -3.52259  3.53752  0.4712
H  -3.61753  -3.08354  1.36946  0.4865
H  -2.50498  3.68979  0.35824  0.5302
H  4.58898  -0.29994  1.18554  0.4636
H  -1.37454  -1.73549  5.57351  0.4878
H  -3.58394  0.57858  1.94456  0.3948
H  1.27692  1.95476  -2.56362  0.2737
H  -1.67201  -6.30701  -2.62280  0.4590
H  4.06446  -0.43666  -2.07773  -0.0477
H  -3.11366  -0.63123  -0.18831  0.5600
H  5.50948  0.87554  -0.49639  0.4591
H  -0.05415  0.19979  -3.17434  -0.2201
H  3.29850  2.37433  -3.02152  0.4148
H  -0.07771  5.17678  -2.61106  0.3662
H  -1.05327  -6.54126  -0.24032  0.4613
H  2.52212  -1.45470  -3.21277  0.5166
H  3.21673  -0.11696  3.25827  0.5642
H  4.79484  2.36178  -1.08029  0.4639
H  3.61187  -1.53023  -0.25173  -0.2444
H  0.95958  6.27058  -1.64180  0.3112
H  -0.74449  6.03208  -1.18376  0.2913
H  1.04151  -0.48520  2.16338  -0.3178
H  -3.67636  5.16395  -1.23445  0.5267
H  -3.93277  1.30427  4.26189  0.5084
H  2.45304  -3.17292  -1.78104  0.6278
H  -0.31318  -1.23445  3.42082  0.4646
H  2.39915  1.30381  2.60999  0.3745

- Kohn-Sham gap (eV) = 7.18
- highest occupied orbital energy (eV) = -16.2138
- 2S+1 = 1
- total charge = +3
- E (Eh) = -2553.8511
- max |F| (eV Å⁻¹) = 0.302



Entry 2:
Here is the molecule C3H6N2O2 from OMol25. Energies are from wB97M-V/def2-TZVPD.

Last column: natural (NBO) charge in e.
Cartesian coordinates (Å):
O  1.23709  -1.36881  0.90273  -0.6602
O  2.00477  1.50380  -0.28155  -0.4737
N  0.99137  -0.72726  -0.41368  -0.1070
N  -0.38532  -0.83895  -0.74190  -0.5152
C  -1.16040  -0.08088  0.20753  -0.2347
C  -0.48901  1.31839  0.04318  -0.5510
C  0.97679  0.97556  -0.17852  0.7367
H  -0.94307  -0.46514  1.16857  0.2106
H  -2.25828  -0.06799  -0.19862  0.2192
H  -0.54187  -1.82167  -1.04636  0.3886
H  -0.68276  1.74195  -0.97313  0.2555
H  -0.44979  2.11701  0.80548  0.2567
H  1.70048  -2.28600  0.70627  0.4743

- Kohn-Sham gap (eV) = 9.87
- highest occupied orbital energy (eV) = -9.0625
- 2S+1 = 1
- SMILES = O=C1CCNN1O
- E (Eh) = -377.7711
- max |F| (eV Å⁻¹) = 4.511



Entry 3:
Here is a cluster of 2 separate species, C4H9N2O2 in total from OMol25. Energies are from wB97M-V/def2-TZVPD.

Last column: natural (NBO) charge in e.
Cartesian coordinates (Å):
O  -0.27999  -2.21250  0.03450  -0.7701
O  5.08072  1.07489  1.74810  -0.5350
N  0.61460  -0.13124  0.31672  -1.0108
N  -2.63788  -0.99603  -0.95414  -0.8694
C  -1.26882  -0.31636  -1.02176  -0.1272
C  -0.25748  -0.99969  -0.25177  0.5545
C  3.85578  0.77568  1.64386  0.2624
C  -1.66252  1.05290  -0.51575  -0.5977
H  -2.88819  -1.08185  0.05694  0.3662
H  -2.47874  0.99056  0.23025  0.1794
H  -1.83956  1.68800  -1.37989  0.1856
H  -0.92994  1.43409  0.07690  0.2410
H  -0.66029  -0.24240  -2.04442  0.1954
H  3.12310  1.37518  1.09500  0.1422
H  1.35122  -0.44387  0.87297  0.3060
H  -2.65452  -1.75805  -1.55161  0.3565
H  3.53250  -0.20930  1.64410  0.1209

- Kohn-Sham gap (eV) = 6.60
- highest occupied orbital energy (eV) = -3.3796
- 2S+1 = 1
- total charge = -1
- E (Eh) = -417.7425
- max |F| (eV Å⁻¹) = 6.427



Entry 4:
Here is the molecule C5H7Cl2N from OMol25. Energies are from wB97M-V/def2-TZVPD.

Last column: natural (NBO) charge in e.
Cartesian coordinates (Å):
Cl  -3.05556  1.38694  -0.11235  0.0226
Cl  -3.03440  -1.52215  -0.02669  0.0249
N  1.42339  -0.82405  -0.42387  -0.5886
C  0.15432  -1.27569  0.13626  -0.2564
C  0.19308  1.12906  0.05712  -0.4709
C  -0.76539  -0.00984  0.13731  -0.0355
C  -2.10583  -0.05204  0.00943  -0.1030
C  1.58768  0.52626  0.08883  -0.2318
H  -0.02296  1.78740  0.89560  0.2351
H  1.23577  -0.77396  -1.41061  0.3438
H  -0.26907  -2.14931  -0.34678  0.2256
H  2.34965  1.09487  -0.45046  0.2122
H  0.35136  -1.56828  1.20017  0.1992
H  -0.01987  1.77257  -0.84574  0.2305
H  1.97784  0.47822  1.09179  0.1925

- Kohn-Sham gap (eV) = 9.81
- highest occupied orbital energy (eV) = -9.0809
- 2S+1 = 1
- SMILES = ClC(Cl)=C1CCNC1
- E (Eh) = -1169.8314
- max |F| (eV Å⁻¹) = 2.378